The following is a DFT calculation (ωB97M-V/def2-TZVPD) of 3 unconnected molecules or ions with the total composition C12H18O9 in a non-equilibrium geometry.

Structure (XYZ):
```
39
Properties=species:S:1:pos:R:3:forces:R:3
C -2.86166 -1.50342 2.43625 -0.412 -0.332 -0.896
C -4.12797 -1.01412 3.05853 0.556 0.575 0.153
C -5.37428 -1.06750 2.25892 -1.060 0.044 -1.673
O -6.14583 -2.07903 2.88289 -1.794 0.889 -2.403
C -5.61966 -2.42072 4.02545 -4.638 -4.593 1.664
O -6.23864 -3.24765 4.73965 2.902 2.887 -1.373
O -4.47117 -1.89262 4.10706 3.685 0.973 3.473
H -2.81326 -1.00995 1.46556 0.587 0.236 0.009
H -3.00072 -2.55940 2.20458 0.313 -0.167 0.155
H -1.98652 -1.32815 3.06196 -0.093 -0.031 -0.172
H -3.99426 0.02554 3.35741 0.102 -0.176 0.862
H -5.21311 -1.32374 1.21179 0.007 -0.227 -0.018
H -5.91438 -0.12073 2.25602 -0.143 -0.058 0.208
C 0.30255 -2.14406 -0.35247 1.308 2.105 0.319
C 0.81954 -1.09396 0.63819 0.763 0.959 1.271
C 2.36838 -0.95658 0.89298 -3.168 -6.042 0.236
O 2.59886 0.32727 1.06333 2.097 3.087 0.617
C 1.57600 1.04854 0.62238 0.290 3.347 -1.199
O 1.54416 2.25924 0.51946 0.324 -1.759 0.549
O 0.65798 0.25936 0.15924 -2.838 -0.961 -1.063
H 0.88207 -1.88826 -1.23950 -0.142 -0.414 -0.443
H -0.73493 -1.88365 -0.56209 -0.080 -0.817 0.129
H 0.59152 -3.14287 -0.02539 -0.644 0.003 -0.002
H 0.35580 -1.10632 1.62454 -0.573 -0.281 -0.093
H 2.64457 -1.54521 0.01815 1.893 0.810 -0.243
H 2.51715 -1.51461 1.81740 0.812 -0.069 -0.181
C 2.73366 0.95212 -3.62007 -0.998 -1.112 1.666
C 2.62349 2.30371 -2.96293 1.215 -1.489 -0.560
C 3.96163 2.70859 -2.39554 -1.130 -1.716 1.855
O 4.06911 3.94634 -2.90296 2.579 3.386 0.021
C 3.37685 4.03013 -4.03117 3.487 4.401 -2.383
O 3.59225 4.76397 -4.95751 0.459 0.739 0.566
O 2.49405 3.18052 -4.06752 -5.429 -3.694 0.160
H 3.32505 0.30888 -2.96846 -0.221 -0.303 0.315
H 3.27675 0.89226 -4.56324 -0.495 0.627 -0.119
H 1.70445 0.59320 -3.61960 0.205 -0.694 -0.817
H 1.90133 2.46253 -2.16209 -0.692 -0.235 -0.642
H 4.74527 2.00480 -2.67608 0.377 0.265 -0.079
H 3.83390 2.77553 -1.31512 0.591 -0.161 0.127
```
Forces are in eV/Å.

Strongest force on any atom   0.13274 hartree/bohr
E_HOMO   -10.4 eV
Frontier orbital gap   10.4606 eV
Molar mass   306.27 g/mol
Electronic energy   -1145.15316 Eh
Energy relative to the best compared isomer or geometry (same formula, charge and spin)   316.94 kJ/mol
E_LUMO   0.05 eV
Net charge   0
Structure (SMILES)   C[C@H]1COC(=O)O1.C[C@H]1COC(=O)O1.C[C@H]1COC(=O)O1

The following is a DFT calculation (ωB97M-V/def2-TZVPD) of 3 unconnected molecules or ions with the total composition C12H18O9 in a non-equilibrium geometry.

Structure (XYZ):
```
39
Properties=species:S:1:pos:R:3:forces:R:3
C -0.44552 3.38608 5.69886 -0.586 0.321 0.220
C 0.00188 3.20459 4.27093 0.220 0.491 -1.172
C 1.46010 3.59729 3.86874 -0.151 0.713 0.839
O 1.92548 2.45774 3.16115 0.958 0.840 -1.158
C 0.93620 1.59454 2.93897 0.317 -2.061 1.964
O 0.98534 0.55302 2.34763 0.258 1.075 -0.614
O -0.03441 1.84336 3.82316 -1.429 0.117 0.356
H 0.12801 2.77330 6.39086 0.066 0.156 0.069
H -1.51371 3.22329 5.86499 0.052 -0.888 -0.463
H -0.47286 4.43888 5.99391 0.988 0.095 -0.136
H -0.67024 3.70515 3.57061 -0.144 0.379 0.331
H 2.11762 3.87486 4.69628 0.012 -0.932 0.342
H 1.55733 4.50972 3.27708 -0.563 -0.300 -0.597
C 0.33774 -1.96544 -0.33458 -0.373 -0.978 -1.634
C 0.21029 -2.25158 1.12623 0.973 0.011 -0.980
C -1.15660 -1.83880 1.73089 2.575 0.177 1.060
O -1.50639 -3.00381 2.48821 -0.795 0.313 0.109
C -0.63720 -4.00945 2.28776 -0.368 -0.801 -0.960
O -0.74343 -5.11728 2.72105 -0.020 0.453 0.400
O 0.29805 -3.65025 1.40264 -0.030 -0.327 -0.107
H 1.26746 -2.33451 -0.77494 0.337 0.279 0.486
H 0.24834 -0.90527 -0.56878 -0.060 0.012 0.133
H -0.37807 -2.54667 -0.92961 -0.482 0.356 0.191
H 1.18591 -1.89693 1.47076 -0.804 0.820 1.227
H -1.85833 -1.50251 0.97273 -0.350 -0.520 0.114
H -0.91757 -1.04878 2.44138 -0.592 0.219 -0.065
C -0.06081 -2.11347 -5.94730 1.079 0.287 0.133
C 0.31909 -0.69870 -5.54775 -1.444 0.710 -0.250
C -0.78800 0.31239 -5.87612 -0.301 -1.110 -1.331
O -0.75270 1.25340 -4.83299 0.608 0.244 0.625
C -0.03192 0.69783 -3.80318 -0.644 -0.156 0.908
O 0.09534 1.10041 -2.68766 -0.294 0.728 -0.728
O 0.44281 -0.49421 -4.15681 0.841 -0.831 0.087
H -0.49282 -1.99411 -6.94130 0.209 -0.583 -0.164
H -0.74906 -2.66275 -5.30797 -0.283 0.622 0.223
H 0.85962 -2.69864 -5.92391 -0.135 -0.216 -0.566
H 1.20725 -0.31116 -6.05350 0.338 -0.580 0.149
H -1.76322 -0.17599 -5.97460 -0.118 0.077 0.621
H -0.61098 0.69450 -6.88380 0.136 0.787 0.337
```
Forces are in eV/Å.

Strongest force on any atom   0.05571 hartree/bohr
E_HOMO   -10.3 eV
Frontier orbital gap   10.8312 eV
Molar mass   306.27 g/mol
Electronic energy   -1145.21850 Eh
Energy relative to the best compared isomer or geometry (same formula, charge and spin)   145.38 kJ/mol
E_LUMO   0.56 eV
Net charge   0
Structure (SMILES)   C[C@H]1COC(=O)O1.C[C@H]1COC(=O)O1.C[C@H]1COC(=O)O1